Density functional theory data (wB97M-V/def2-TZVPD) for a cluster of 2 separate species, C2H2BrCl3 in total in a non-equilibrium geometry.

The largest force on an atom is 2.6 eV/Å. As for the gap between HOMO and LUMO (alpha / beta): 8.31 / 7.72 eV. As for the spin multiplicity: 1.

```
8
C2H2BrCl3 wB97M-V/def2-TZVPD
C -1.346 0.443 -0.829
C 1.176 -0.190 0.702
Cl -1.459 -1.283 -0.942
Cl -2.364 1.151 0.230
Cl 1.174 -1.850 0.702
Br 2.340 0.762 -0.432
H -0.380 0.741 -1.139
H 0.860 0.226 1.708
```

***

Density functional theory data (wB97M-V/def2-TZVPD) for a cluster of 2 separate species, C2H2BrClNO2 in total in a non-equilibrium geometry.

The largest force on an atom is 1.6 eV/Å. As for the gap between HOMO and LUMO (alpha / beta): 6.79 / 7.28 eV. The charge is -1. Its expectation value of S² is 2.011. As for the spin multiplicity: 3.

```
9
C2H2BrClNO2 wB97M-V/def2-TZVPD
C 1.071 1.189 -0.018
C -0.474 -1.388 0.381
N -0.359 0.960 -0.129
O 1.633 0.442 0.780
O 1.465 2.160 -0.667
Cl -1.119 1.336 -1.563
Br -2.287 -1.735 0.382
H 0.010 -1.250 1.323
H 0.059 -1.713 -0.490
```

***

Density functional theory data (wB97M-V/def2-TZVPD) for a cluster of 2 separate species, C2H2BrClO2 in total in a non-equilibrium geometry.

The largest force on an atom is 4.9 eV/Å. As for the gap between HOMO and LUMO (alpha / beta): 8.00 / 7.99 eV. As for the spin multiplicity: 1.

```
8
C2H2BrClO2 wB97M-V/def2-TZVPD
C -1.027 1.937 -0.223
C 1.014 -1.106 -0.606
O -1.492 1.005 0.183
O -0.442 2.800 -0.684
Cl -0.220 -1.010 2.605
Br -0.504 -1.747 0.314
H 1.881 -1.783 -0.638
H 0.790 -0.096 -0.951
```

***

Density functional theory data (wB97M-V/def2-TZVPD) for a cluster of 2 separate species, C2H2BrF in total in a non-equilibrium geometry.

The largest force on an atom is 2.7 eV/Å. As for the gap between HOMO and LUMO (alpha / beta): 8.50 / 7.45 eV. As for the spin multiplicity: 1.

```
6
C2H2BrF wB97M-V/def2-TZVPD
C -0.822 -0.311 -0.004
C 0.182 0.490 -0.022
F 0.417 1.753 -0.049
Br 2.786 -0.636 0.076
H -0.726 -1.379 0.022
H -1.837 0.082 -0.023
```

***

Density functional theory data (wB97M-V/def2-TZVPD) for the molecule C2H2BrN in a non-equilibrium geometry.

The largest force on an atom is 3.8 eV/Å. As for the gap between HOMO and LUMO: 8.77 eV. The SMILES is Br[C@H]1C=N1. As for the spin multiplicity: 1.

```
6
C2H2BrN wB97M-V/def2-TZVPD
C -0.885 0.634 0.701
C 0.246 -0.084 -0.576
N -0.274 1.182 -0.277
Br 2.080 -0.535 0.194
H -1.129 -0.289 1.138
H -0.038 -0.907 -1.179
```

***

Density functional theory data (wB97M-V/def2-TZVPD) for the molecule C2H2BrN in a non-equilibrium geometry.

The largest force on an atom is 7.1 eV/Å. As for the gap between HOMO and LUMO (alpha / beta): 6.33 / 9.18 eV. Its expectation value of S² is 2.017. As for the spin multiplicity: 3.

```
6
C2H2BrN wB97M-V/def2-TZVPD
C -1.199 -0.849 -0.213
C 0.534 0.699 -0.289
N -0.453 0.015 0.064
Br 2.357 -0.094 0.090
H -1.946 -1.461 0.464
H 0.707 1.690 -0.116
```

***

Density functional theory data (wB97M-V/def2-TZVPD) for a structure of composition C2H2BrO2S2 in a non-equilibrium geometry.

The largest force on an atom is 2.2 eV/Å. As for the gap between HOMO and LUMO (alpha / beta): 6.24 / 6.25 eV. The charge is -1. As for the spin multiplicity: 1.

```
9
C2H2BrO2S2 wB97M-V/def2-TZVPD
C -0.117 -0.040 0.846
C 0.924 -0.450 -0.192
O -1.054 -0.970 0.894
O 0.053 0.786 1.700
S -0.958 1.239 -1.606
S 1.024 -1.793 -1.091
Br 2.230 0.818 -0.150
H -1.312 2.048 -0.596
H -0.790 -1.639 0.195
```

***

Density functional theory data (wB97M-V/def2-TZVPD) for the molecule C2H2BrP in a non-equilibrium geometry.

The largest force on an atom is 3.6 eV/Å. As for the gap between HOMO and LUMO (alpha / beta): 7.57 / 7.48 eV. As for the spin multiplicity: 1.

```
6
C2H2BrP wB97M-V/def2-TZVPD
C 0.594 0.011 -0.592
C 1.104 0.325 0.522
P -0.963 -0.959 0.067
Br -2.578 0.540 0.065
H 0.966 0.276 -1.562
H 0.878 -0.193 1.500
```